Entry 1:
Formula: CH4BrN2
Source: the OMol25 dataset
Level of theory: ωB97M-V/def2-TZVPD

Properties
Energy ... -2723.69570 Eh
SMILES ... [NH2+]=CNBr
LUMO level ... -0.183 hartree
Kohn-Sham gap ... 9.72 eV
ΔE to the lowest compared entry with this formula, charge and spin ... 54.9 kcal/mol

```
! RIJCOSX wB97M-V def2-TZVPD def2/J DEFGRID3
* xyz 1 1
N 0.18 -0.95 -0.17
C 0.14 0.33 -0.15
N -1.27 0.95 0.03
Br -2.81 -0.05 0.25
H 1.11 -1.31 -0.38
H -0.77 -1.46 -0.24
H 0.77 1.18 -0.09
H -1.56 1.87 -0.21
*
```

Results of the Löwdin charge analysis, in e, for atoms 1 through 5: N 0.182; C -0.051; N -0.436; Br 0.822; H 0.155

---

Entry 2:
Formula: CH4BrOV
Source: the OMol25 dataset
Level of theory: ωB97M-V/def2-TZVPD

Properties
Energy ... -3633.31289 Eh
LUMO level (spin up / spin down) ... -0.255 / -0.249 hartree
⟨S²⟩ ... 3.781
Kohn-Sham gap (spin up / spin down) ... 6.36 / 6.54 eV
ΔE to the lowest compared entry with this formula, charge and spin ... 35.6 kcal/mol

```
! RIJCOSX wB97M-V def2-TZVPD def2/J DEFGRID3
* xyz 1 4
V 3.70 0.50 1.13
Br 1.78 -0.21 0.73
C -1.23 0.07 -0.27
O -0.16 -0.70 -0.84
H -1.00 0.70 0.59
H -1.63 0.79 -0.99
H -2.09 -0.56 -0.06
H 0.62 -0.58 -0.29
*
```

Results of the Löwdin charge analysis, in e, for atoms 1 through 5: V 0.791; Br 0.694; C -0.161; O -0.220; H 0.061

---

Entry 3:
Formula: CH4BrP
Source: the OMol25 dataset
Level of theory: ωB97M-V/def2-TZVPD

Properties
Energy ... -2955.79733 Eh
SMILES ... PCBr
LUMO level ... -0.013 hartree
Kohn-Sham gap ... 9.89 eV
ΔE to the lowest compared entry with this formula, charge and spin ... 44.8 kcal/mol

```
! RIJCOSX wB97M-V def2-TZVPD def2/J DEFGRID3
* xyz 0 1
P -0.63 -1.07 -0.20
C 0.28 0.50 -0.33
Br 2.42 0.10 0.22
H -0.63 -1.04 1.09
H -2.00 -0.56 0.14
H 0.51 0.94 -1.38
H 0.04 1.12 0.46
*
```

Results of the Löwdin charge analysis, in e, for atoms 1 through 5: P 0.691; C -0.721; Br 0.279; H -0.181; H -0.068

---

Entry 4:
Formula: CH4Cl2N3S
Source: the OMol25 dataset
Level of theory: ωB97M-V/def2-TZVPD

Properties
Energy ... -1522.93571 Eh
SMILES ... [NH3+]C(=S)NN(Cl)Cl
LUMO level ... -0.197 hartree
Kohn-Sham gap ... 8.56 eV
ΔE to the lowest compared entry with this formula, charge and spin ... 21.1 kcal/mol

```
! RIJCOSX wB97M-V def2-TZVPD def2/J DEFGRID3
* xyz 1 1
N 0.66 -0.03 -0.28
C -0.18 -0.64 0.83
S 0.21 -2.10 1.47
N -1.17 0.21 1.09
N -1.30 1.29 0.20
Cl -1.12 2.91 1.03
Cl -2.94 1.13 -0.45
H 1.45 0.38 0.34
H 0.81 -0.61 -1.03
H -0.07 0.76 -0.68
H -1.74 0.17 1.87
*
```

Results of the Löwdin charge analysis, in e, for atoms 1 through 5: N 0.171; C -0.849; S 0.806; N -0.106; N -0.897

---

Entry 5:
Formula: CH4Cl2NOP
Source: the OMol25 dataset
Level of theory: ωB97M-V/def2-TZVPD

Properties
Energy ... -1432.21136 Eh
SMILES ... CNP(=O)(Cl)Cl
LUMO level ... 0.008 hartree
Kohn-Sham gap ... 9.82 eV
ΔE to the lowest compared entry with this formula, charge and spin ... 64.6 kcal/mol

```
! RIJCOSX wB97M-V def2-TZVPD def2/J DEFGRID3
* xyz 0 1
C -1.19 0.09 -0.73
N 0.22 -0.15 -0.57
P 0.89 -0.06 0.90
O -0.42 0.27 2.25
Cl 1.81 -1.72 1.38
Cl 2.44 1.17 0.72
H -1.80 -0.13 0.09
H -1.13 1.22 -0.94
H -1.63 -0.43 -1.71
H 0.80 -0.25 -1.39
*
```

Results of the Löwdin charge analysis, in e, for atoms 1 through 5: C -0.156; N -0.326; P -0.018; O -0.540; Cl 0.342

---

Entry 6:
Formula: CH4Cl2O
Source: the OMol25 dataset
Level of theory: ωB97M-V/def2-TZVPD

Properties
Energy ... -1036.11394 Eh
SMILES ... ClCCl.O
LUMO level ... 0.015 hartree
Kohn-Sham gap ... 10.94 eV
ΔE to the lowest compared entry with this formula, charge and spin ... 1.6 kcal/mol

```
! RIJCOSX wB97M-V def2-TZVPD def2/J DEFGRID3
* xyz 0 1
Cl -3.80 -2.33 0.12
C -3.03 -0.86 0.71
Cl -3.63 -0.37 2.29
H -1.94 -1.03 0.77
H -3.20 -0.04 -0.02
O -1.09 0.51 -0.71
H -0.62 1.33 -0.45
H -0.72 0.28 -1.60
*
```

Results of the Löwdin charge analysis, in e, for atoms 1 through 5: Cl 0.500; C -1.092; Cl 0.500; H 0.021; H 0.020

---

Entry 7:
Formula: CH4Cl3N2Si
Source: the OMol25 dataset
Level of theory: ωB97M-V/def2-TZVPD

Properties
Energy ... -1819.87818 Eh
LUMO level ... -0.222 hartree
Kohn-Sham gap ... 5.03 eV
ΔE to the lowest compared entry with this formula, charge and spin ... 84.6 kcal/mol

```
! RIJCOSX wB97M-V def2-TZVPD def2/J DEFGRID3
* xyz 1 1
C -1.24 -0.09 0.02
N -1.73 1.14 0.01
N -2.12 -1.08 -0.01
Si 3.53 -0.09 0.00
Cl 3.13 -1.12 -1.61
Cl 4.06 1.78 -0.16
Cl 3.14 -0.84 1.76
H -2.72 1.35 -0.01
H -1.11 1.93 0.07
H -3.13 -0.94 -0.05
H -1.81 -2.03 0.00
*
```

Results of the Löwdin charge analysis, in e, for atoms 1 through 5: C -0.332; N 0.021; N 0.028; Si -0.554; Cl 0.498

---

Entry 8:
Formula: CH4ClN2O
Source: the OMol25 dataset
Level of theory: ωB97M-V/def2-TZVPD

Properties
Energy ... -684.97766 Eh
LUMO level (spin up / spin down) ... -0.226 / -0.225 hartree
Kohn-Sham gap (spin up / spin down) ... 9.51 / 9.51 eV
ΔE to the lowest compared entry with this formula, charge and spin ... 104.7 kcal/mol

```
! RIJCOSX wB97M-V def2-TZVPD def2/J DEFGRID3
* xyz 1 1
C 0.29 0.23 0.79
N 0.27 1.04 -0.20
N -0.68 -1.76 0.54
O -0.18 0.65 -1.42
Cl 0.86 0.43 2.29
H 0.69 1.98 -0.14
H 0.17 -2.33 0.54
H -1.00 -1.65 -0.43
H -0.42 1.42 -1.97
*
```

Results of the Löwdin charge analysis, in e, for atoms 1 through 5: C -0.547; N -0.040; N 0.196; O 0.068; Cl 0.911

---

Entry 9:
Formula: CH4ClN2O
Source: the OMol25 dataset
Level of theory: ωB97M-V/def2-TZVPD

Properties
Energy ... -685.04098 Eh
SMILES ... [NH2+]=C(Cl)NO
LUMO level ... -0.191 hartree
Kohn-Sham gap ... 10.37 eV
ΔE to the lowest compared entry with this formula, charge and spin ... 65.0 kcal/mol

```
! RIJCOSX wB97M-V def2-TZVPD def2/J DEFGRID3
* xyz 1 1
N -1.31 -0.68 0.61
C 0.19 -0.99 -0.41
Cl 0.34 -2.53 -0.95
N 1.09 -0.07 -0.52
O 0.96 1.15 0.07
H -1.09 0.13 1.16
H -1.52 -1.55 1.07
H 2.02 -0.31 -0.88
H 1.40 1.83 -0.48
*
```

Results of the Löwdin charge analysis, in e, for atoms 1 through 5: N 0.145; C -0.573; Cl 0.914; N -0.022; O 0.080

---

Entry 10:
Formula: CH4ClN2P
Source: the OMol25 dataset
Level of theory: ωB97M-V/def2-TZVPD

Properties
Energy ... -951.43656 Eh
LUMO level (spin up / spin down) ... -0.031 / 0.012 hartree
Kohn-Sham gap (spin up / spin down) ... 6.84 / 8.51 eV
ΔE to the lowest compared entry with this formula, charge and spin ... 37.6 kcal/mol

```
! RIJCOSX wB97M-V def2-TZVPD def2/J DEFGRID3
* xyz 0 1
C -1.72 -0.19 -0.45
N -0.36 0.14 -0.06
N 0.19 1.10 0.32
P 3.24 0.16 0.04
Cl 1.95 -1.41 0.29
H -2.21 -1.03 0.26
H -1.93 -0.35 -1.52
H -2.34 0.71 -0.25
H 3.19 0.86 1.36
*
```

Results of the Löwdin charge analysis, in e, for atoms 1 through 5: C -0.119; N -0.256; N 0.080; P 0.251; Cl -0.030

---

Entry 11:
Formula: CH4ClN3
Source: the OMol25 dataset
Level of theory: ωB97M-V/def2-TZVPD

Properties
Energy ... -664.78306 Eh
LUMO level (spin up / spin down) ... -0.014 / -0.017 hartree
Kohn-Sham gap (spin up / spin down) ... 7.33 / 6.95 eV
ΔE to the lowest compared entry with this formula, charge and spin ... 89.7 kcal/mol

```
! RIJCOSX wB97M-V def2-TZVPD def2/J DEFGRID3
* xyz 0 1
C 0.84 -0.17 -0.19
N 1.77 0.61 -0.02
N 0.29 -1.26 -0.10
N -1.40 1.25 -0.20
Cl -2.35 -0.11 -0.06
H 1.75 1.65 -0.01
H 0.99 -2.09 0.14
H -0.82 -1.41 -0.21
H -1.07 1.52 0.66
*
```

Results of the Löwdin charge analysis, in e, for atoms 1 through 5: C -0.352; N 0.153; N 0.063; N -0.534; Cl 0.450

---

Entry 12:
Formula: CH4ClNO
Source: the OMol25 dataset
Level of theory: ωB97M-V/def2-TZVPD

Properties
Energy ... -630.48584 Eh
LUMO level ... 0.016 hartree
Kohn-Sham gap ... 9.21 eV
ΔE to the lowest compared entry with this formula, charge and spin ... 140.7 kcal/mol

```
! RIJCOSX wB97M-V def2-TZVPD def2/J DEFGRID3
* xyz 0 1
C 0.44 -2.11 0.53
N 0.38 2.26 -0.89
O -0.31 -1.54 -0.23
Cl -0.89 2.70 -0.05
H 1.55 -2.41 0.33
H 0.21 -2.40 1.58
H -1.41 1.54 0.61
H 0.04 1.95 -1.88
*
```

Results of the Löwdin charge analysis, in e, for atoms 1 through 5: C -0.153; N -0.629; O -0.022; Cl 0.675; H 0.102